Entry from OMol25: a cluster of 2 separate species, C3H6FNO2 in total at a distorted geometry (wB97M-V/def2-TZVPD).

Results
Electronic energy (a.u.): -422.9460
ΔE to the lowest compared entry with this formula, charge and spin (kcal per mole): 54.13
Molecular weight (g/mol): 107.084
Kohn-Sham gap (eV): 9.9

```
13
Properties=species:S:1:pos:R:3:forces:R:3:mulliken_charge:R:1
C -1.347 -0.128 -0.064 -0.788 -1.645 -0.139 0.3757
C 0.899 0.201 -1.357 -0.922 -0.541 3.631 -0.8439
C -0.093 0.537 0.415 0.944 1.885 -5.007 0.6200
N 0.615 0.006 1.446 -0.836 -1.702 3.709 -0.5868
O -1.228 -1.514 0.024 -3.927 1.757 -0.672 -0.4997
O -2.355 0.317 -0.544 1.341 0.282 0.716 -0.5250
F -0.247 1.908 0.453 0.042 -0.559 0.283 -0.3112
H 1.953 0.107 -0.964 -1.288 -0.149 -0.704 0.2881
H 0.732 1.039 -1.998 -0.123 0.483 -0.262 0.3189
H 0.365 -0.719 -1.688 0.988 0.671 0.023 0.2890
H 1.161 0.663 2.079 -1.164 -1.081 -1.490 0.2758
H -0.384 -1.795 0.177 3.747 -1.028 0.738 0.3520
H -0.071 -0.621 2.021 1.987 1.627 -0.826 0.2472
```
Forces are in eV/Å.

=====

Entry from OMol25: an isolated molecule of C3H6FNO2 at a distorted geometry (wB97M-V/def2-TZVPD).

Results
Electronic energy (a.u.): -422.8047
ΔE to the lowest compared entry with this formula, charge and spin (kcal per mole): 0.00
Molecular weight (g/mol): 107.084
Spin multiplicity: 3
Kohn-Sham gap (spin up / spin down) (eV): 6.9 / 9.6

```
13
Properties=species:S:1:pos:R:3:forces:R:3:mulliken_spin:R:1
C 0.770 0.186 -0.753 0.304 -0.918 0.124 0.0176
C 0.129 0.060 0.600 1.163 -2.051 -1.227 0.7415
C -0.617 -1.109 1.081 -0.357 -0.413 -0.488 -0.0359
N -0.371 0.156 -1.633 -3.185 3.019 1.590 0.2632
O -1.442 0.814 -0.864 2.699 -1.813 -4.329 0.7763
O 0.362 0.945 1.499 1.631 5.196 2.476 0.1224
F 1.420 1.427 -0.786 -0.082 -0.097 -0.291 0.0124
H 1.545 -0.571 -1.136 -0.987 0.821 0.669 0.0291
H -0.279 -1.839 0.344 -0.556 -0.847 0.273 0.0035
H -1.769 -0.982 0.964 1.806 -0.280 0.606 0.0501
H -0.242 -1.418 2.109 -0.881 0.369 -1.160 0.0274
H -0.265 0.477 -2.638 -0.487 -0.315 1.575 -0.0074
H 0.759 1.854 1.214 -1.069 -2.670 0.182 -0.0001
```
Forces are in eV/Å.

=====

Entry from OMol25: an isolated molecule of C3H6FNOS at a distorted geometry (wB97M-V/def2-TZVPD).

Results
Electronic energy (a.u.): -745.8623
ΔE to the lowest compared entry with this formula, charge and spin (kcal per mole): 67.14
SMILES: FCCONC=S
Molecular weight (g/mol): 123.152
Kohn-Sham gap (eV): 9.1

```
13
Properties=species:S:1:pos:R:3:forces:R:3:mulliken_charge:R:1
F -0.210 1.798 -0.054 2.186 1.913 1.493 -0.2595
C -1.093 0.974 -0.576 -2.274 -1.188 -0.868 -0.4023
C -1.265 -0.262 0.308 0.913 0.711 -0.121 -0.2484
O -0.195 -1.191 0.218 -0.566 -0.637 -0.893 -0.2551
N 0.962 -0.690 0.672 1.995 0.395 0.928 -0.1189
C 2.046 -0.466 -0.106 -1.087 -0.647 -1.753 -0.1762
S 1.972 -0.317 -1.781 0.403 -0.098 1.805 -0.3032
H -2.051 1.491 -0.584 -0.443 0.028 0.057 0.3090
H -0.816 0.854 -1.620 0.024 -0.904 -0.060 0.2988
H -2.110 -0.865 0.040 -0.635 -0.014 -0.122 0.3191
H -1.311 0.079 1.356 -0.352 0.001 -0.271 0.2839
H 1.094 -0.878 1.657 0.119 -0.042 -0.045 0.2412
H 2.978 -0.529 0.470 -0.284 0.482 -0.151 0.3117
```
Forces are in eV/Å.

=====

Entry from OMol25: an isolated molecule of C3H6FNS at a distorted geometry (wB97M-V/def2-TZVPD).

Results
Electronic energy (a.u.): -670.6673
ΔE to the lowest compared entry with this formula, charge and spin (kcal per mole): 35.66
SMILES: CS/N=C\CF
Molecular weight (g/mol): 107.153
Kohn-Sham gap (eV): 9.6

```
12
Properties=species:S:1:pos:R:3:forces:R:3:mulliken_charge:R:1
C 0.918 -1.330 -1.964 -1.002 -0.618 0.053 -0.7594
S 0.785 -0.031 -0.746 -0.587 -0.415 0.278 -0.0327
N -0.727 -0.540 -0.035 -0.263 2.440 1.630 -0.4035
C -1.101 0.252 0.947 2.940 -1.362 -2.127 -0.0155
C -0.260 1.327 1.552 -0.449 0.807 0.628 -0.4017
F -1.027 2.045 2.494 0.113 -0.490 -0.152 -0.3083
H 0.040 -1.976 -1.810 0.151 0.344 -0.127 0.2856
H 0.931 -0.996 -2.990 -0.047 0.381 -0.155 0.2941
H 1.760 -1.955 -1.789 0.892 -0.329 0.206 0.2932
H -2.004 0.135 1.441 -1.903 -0.708 0.631 0.4392
H 0.034 2.067 0.836 0.282 0.374 -0.779 0.2944
H 0.650 1.001 2.062 -0.128 -0.426 -0.084 0.3146
```
Forces are in eV/Å.

=====

Please write out number 2 again, unchanged.
Entry from OMol25: an isolated molecule of C3H6FNO2 at a distorted geometry (wB97M-V/def2-TZVPD).

Results
Electronic energy (a.u.): -422.8047
ΔE to the lowest compared entry with this formula, charge and spin (kcal per mole): 0.00
Molecular weight (g/mol): 107.084
Spin multiplicity: 3
Kohn-Sham gap (spin up / spin down) (eV): 6.9 / 9.6

```
13
Properties=species:S:1:pos:R:3:forces:R:3:mulliken_spin:R:1
C 0.770 0.186 -0.753 0.304 -0.918 0.124 0.0176
C 0.129 0.060 0.600 1.163 -2.051 -1.227 0.7415
C -0.617 -1.109 1.081 -0.357 -0.413 -0.488 -0.0359
N -0.371 0.156 -1.633 -3.185 3.019 1.590 0.2632
O -1.442 0.814 -0.864 2.699 -1.813 -4.329 0.7763
O 0.362 0.945 1.499 1.631 5.196 2.476 0.1224
F 1.420 1.427 -0.786 -0.082 -0.097 -0.291 0.0124
H 1.545 -0.571 -1.136 -0.987 0.821 0.669 0.0291
H -0.279 -1.839 0.344 -0.556 -0.847 0.273 0.0035
H -1.769 -0.982 0.964 1.806 -0.280 0.606 0.0501
H -0.242 -1.418 2.109 -0.881 0.369 -1.160 0.0274
H -0.265 0.477 -2.638 -0.487 -0.315 1.575 -0.0074
H 0.759 1.854 1.214 -1.069 -2.670 0.182 -0.0001
```
Forces are in eV/Å.

=====

- molecular weight of number 3 (C3H6FNOS)?
  123.152 g/mol

=====

What did the first record say?
Entry from OMol25: a cluster of 2 separate species, C3H6FNO2 in total at a distorted geometry (wB97M-V/def2-TZVPD).

Results
Electronic energy (a.u.): -422.9460
ΔE to the lowest compared entry with this formula, charge and spin (kcal per mole): 54.13
Molecular weight (g/mol): 107.084
Kohn-Sham gap (eV): 9.9

```
13
Properties=species:S:1:pos:R:3:forces:R:3:mulliken_charge:R:1
C -1.347 -0.128 -0.064 -0.788 -1.645 -0.139 0.3757
C 0.899 0.201 -1.357 -0.922 -0.541 3.631 -0.8439
C -0.093 0.537 0.415 0.944 1.885 -5.007 0.6200
N 0.615 0.006 1.446 -0.836 -1.702 3.709 -0.5868
O -1.228 -1.514 0.024 -3.927 1.757 -0.672 -0.4997
O -2.355 0.317 -0.544 1.341 0.282 0.716 -0.5250
F -0.247 1.908 0.453 0.042 -0.559 0.283 -0.3112
H 1.953 0.107 -0.964 -1.288 -0.149 -0.704 0.2881
H 0.732 1.039 -1.998 -0.123 0.483 -0.262 0.3189
H 0.365 -0.719 -1.688 0.988 0.671 0.023 0.2890
H 1.161 0.663 2.079 -1.164 -1.081 -1.490 0.2758
H -0.384 -1.795 0.177 3.747 -1.028 0.738 0.3520
H -0.071 -0.621 2.021 1.987 1.627 -0.826 0.2472
```
Forces are in eV/Å.

=====

- Among the records above, which one has the lowest ΔE to the lowest compared entry with this formula, charge and spin?
  number 2